Record 1
{"formula": "C27H46BrNOP2RuS", "method": "ωB97M-V/def2-TZVPD", "species": ["N", "C", "C", "C", "C", "C", "C", "Ru", "P", "C", "C", "C", "C", "C", "C", "C", "Br", "H", "H", "H", "H", "H", "H", "H", "H", "H", "H", "P", "C", "C", "H", "H", "H", "H", "H", "C", "C", "H", "H", "H", "H", "H", "C", "C", "H", "H", "H", "H", "H", "C", "C", "H", "H", "H", "H", "H", "C", "C", "H", "H", "H", "H", "H", "C", "C", "H", "H", "H", "H", "H", "C", "S", "C", "O", "H", "H", "H", "H", "H", "H"], "positions_angstrom": [[2.478, 4.434, -4.938], [3.181, 4.383, -3.814], [3.431, 3.188, -3.138], [2.879, 1.987, -3.662], [2.176, 2.075, -4.897], [2.036, 3.320, -5.497], [2.947, 0.739, -2.952], [-1.622, -2.927, -1.142], [-1.682, -2.499, 2.914], [2.290, -0.383, -3.365], [1.883, -1.472, -2.487], [0.996, -2.443, -3.008], [0.208, -3.207, -2.092], [0.268, -2.717, -0.754], [1.352, -2.044, -0.172], [2.208, -1.437, -1.099], [-3.835, -3.822, -0.344], [3.514, 0.731, -2.015], [2.025, -0.558, -4.422], [4.028, 3.176, -2.215], [1.750, 1.232, -5.425], [3.517, 5.349, -3.399], [1.486, 3.388, -6.434], [0.870, -2.595, -4.098], [3.069, -0.851, -0.757], [-0.085, -4.237, -2.300], [1.487, -1.990, 0.906], [-1.973, -0.749, -0.877], [0.042, -3.155, 2.983], [0.283, -4.087, 4.158], [0.771, -2.320, 2.984], [0.183, -3.675, 2.013], [1.354, -4.211, 4.366], [-0.196, -3.712, 5.066], [-0.119, -5.087, 3.948], [-3.104, -3.560, 3.363], [-2.806, -4.814, 4.179], [-3.503, -3.867, 2.373], [-3.925, -2.987, 3.839], [-3.711, -5.397, 4.409], [-2.141, -5.492, 3.649], [-2.345, -4.576, 5.147], [-1.672, -0.914, 3.751], [-1.843, -1.150, 5.246], [-2.528, -0.340, 3.323], [-0.747, -0.367, 3.501], [-1.973, -0.188, 5.757], [-2.732, -1.763, 5.433], [-0.961, -1.644, 5.672], [-1.950, 0.471, 0.500], [-3.281, 1.160, 0.834], [-1.173, 1.223, 0.262], [-1.527, -0.063, 1.356], [-3.586, 1.901, 0.078], [-4.115, 0.454, 0.960], [-3.160, 1.713, 1.776], [-3.682, -0.965, -1.539], [-3.614, -1.975, -2.690], [-4.009, 0.026, -1.855], [-4.300, -1.295, -0.704], [-4.474, -2.640, -2.612], [-3.615, -1.508, -3.676], [-2.679, -2.643, -2.688], [-1.364, 0.186, -2.366], [-0.548, 1.461, -2.167], [-2.291, 0.458, -2.898], [-0.823, -0.539, -3.000], [-0.144, 1.772, -3.141], [-1.187, 2.282, -1.801], [0.290, 1.327, -1.474], [2.051, 2.762, 1.131], [2.226, 1.040, 1.669], [3.004, 1.399, 3.242], [0.852, 0.515, 1.966], [2.856, 3.340, 1.594], [1.068, 3.113, 1.458], [2.149, 2.794, 0.039], [2.215, 1.609, 3.964], [3.581, 0.514, 3.535], [3.670, 2.255, 3.118]], "charge": 4, "s2": 6.0303, "fmax_ha_per_bohr": 0.0716, "gap_ev": [6.954, 3.028], "energy_ev": -134271.72057, "e_above_lowest_ev": 4.005, "spin_multiplicity": 5}

Record 2
{"formula": "C27H46Cl2N2O16", "method": "ωB97M-V/def2-TZVPD", "species": ["C", "C", "C", "C", "Cl", "C", "N", "C", "C", "N", "C", "C", "O", "C", "C", "C", "Cl", "H", "H", "H", "H", "H", "H", "H", "H", "H", "H", "H", "H", "H", "H", "H", "H", "C", "O", "C", "O", "O", "C", "H", "H", "H", "H", "H", "H", "C", "O", "C", "O", "O", "C", "H", "H", "H", "H", "H", "H", "C", "O", "C", "O", "O", "C", "H", "H", "H", "H", "H", "H", "C", "O", "C", "O", "O", "C", "H", "H", "H", "H", "H", "H", "C", "O", "C", "O", "O", "C", "H", "H", "H", "H", "H", "H"], "positions_angstrom": [[0.392, 1.239, 1.327], [-0.952, 0.519, 1.185], [-0.857, -0.990, 0.966], [-0.478, -1.512, -0.453], [-0.205, -0.175, -1.628], [-1.592, -2.295, -1.022], [-2.430, -2.921, -1.484], [0.791, -2.438, -0.451], [1.910, -1.646, 0.094], [2.818, -1.092, 0.514], [0.510, -3.633, 0.534], [1.308, -3.595, 1.820], [0.816, -3.384, 2.889], [1.133, -2.952, -1.887], [2.542, -2.661, -2.414], [2.761, -1.268, -2.987], [1.761, -1.003, -4.441], [1.071, 0.640, 1.943], [0.253, 2.190, 1.839], [0.882, 1.427, 0.369], [-1.478, 0.637, 2.138], [-1.594, 0.988, 0.436], [-1.830, -1.424, 1.215], [-0.153, -1.388, 1.701], [0.751, -4.572, 0.032], [-0.541, -3.662, 0.824], [2.395, -3.784, 1.742], [0.423, -2.501, -2.586], [0.960, -4.027, -1.936], [3.313, -2.853, -1.662], [2.722, -3.373, -3.226], [3.798, -1.158, -3.303], [2.536, -0.474, -2.276], [3.681, -2.592, 4.135], [3.981, -2.181, 5.476], [4.317, -3.179, 6.289], [4.392, -4.343, 5.989], [4.561, -2.672, 7.499], [4.936, -3.644, 8.478], [3.427, -1.684, 3.596], [4.556, -3.058, 3.683], [2.837, -3.277, 4.132], [5.851, -4.154, 8.181], [4.141, -4.373, 8.618], [5.099, -3.088, 9.396], [-2.788, -2.186, -9.410], [-2.467, -2.831, -8.175], [-2.582, -2.046, -7.102], [-2.922, -0.891, -7.111], [-2.257, -2.758, -6.026], [-2.338, -2.034, -4.792], [-2.649, -2.940, -10.179], [-3.821, -1.842, -9.405], [-2.123, -1.343, -9.587], [-3.354, -1.689, -4.614], [-1.656, -1.185, -4.804], [-2.048, -2.734, -4.015], [5.539, 4.782, -1.381], [4.923, 3.877, -2.305], [3.627, 3.678, -2.094], [2.962, 4.187, -1.226], [3.170, 2.820, -3.010], [1.774, 2.537, -2.868], [6.581, 4.840, -1.679], [5.075, 5.765, -1.443], [5.459, 4.402, -0.364], [1.186, 3.447, -2.979], [1.578, 2.092, -1.893], [1.523, 1.831, -3.655], [-3.537, 6.234, 2.727], [-2.559, 5.324, 2.213], [-1.798, 5.833, 1.238], [-1.888, 6.946, 0.790], [-0.938, 4.896, 0.853], [-0.050, 5.289, -0.203], [-4.068, 5.688, 3.501], [-3.057, 7.113, 3.153], [-4.226, 6.540, 1.942], [0.564, 6.132, 0.104], [-0.619, 5.552, -1.094], [0.585, 4.432, -0.401], [-4.922, 2.257, 3.250], [-5.892, 1.203, 3.247], [-5.549, 0.146, 2.512], [-4.527, 0.033, 1.882], [-6.522, -0.758, 2.587], [-6.277, -1.951, 1.834], [-5.340, 3.035, 3.881], [-3.977, 1.907, 3.660], [-4.765, 2.636, 2.242], [-5.381, -2.453, 2.194], [-6.168, -1.721, 0.776], [-7.147, -2.580, 1.993]], "fmax_ha_per_bohr": 0.0143, "gap_ev": 11.095, "energy_ev": -89529.59604, "smiles": "CCC[C@](Cl)(C#N)[C@@](C#N)(CC=O)CCCCl.COC(=O)OC.COC(=O)OC.COC(=O)OC.COC(=O)OC.COC(=O)OC"}